[1]
Here is C5H8N2 in the gas phase from the Open Molecules 2025 dataset. Energies are from the ωB97M-V functional and the def2-TZVPD basis.

Each line ends with the natural charge from an NBO analysis.
Cartesian coordinates (Å):
C: -0.11 1.80 0.82  -0.53
N: -0.36 0.71 -0.09  -0.27
C: -1.33 0.24 -0.85  0.04
C: -1.19 -1.18 -0.91  -0.29
C: -0.12 -1.55 -0.12  -0.21
C: 0.53 -0.34 0.34  0.00
N: 1.91 -0.16 -0.07  -0.81
H: -0.13 2.79 0.36  0.19
H: -0.78 1.73 1.68  0.19
H: 0.62 0.45 1.38  0.28
H: -2.16 0.85 -1.17  0.22
H: -1.88 -1.84 -1.43  0.23
H: 0.25 -2.55 0.03  0.22
H: 2.54 -0.02 0.70  0.37
H: 2.23 -0.92 -0.66  0.37

Summary:
Total energy: -8290.1017 eV
HOMO level (alpha / beta): -7.2 / -7.2 eV
LUMO level (alpha / beta): 0.07 / 0.07 eV
Kohn-Sham gap (alpha / beta): 7.30 / 7.30 eV
Energy relative to the best compared isomer or geometry (same formula, charge and spin): 112.9 kcal per mole
Net charge: 0

[2]
Here is C20H28N2O5 in the gas phase from the Open Molecules 2025 dataset. Energies are from the ωB97M-V functional and the def2-TZVPD basis.

Each line ends with the natural charge from an NBO analysis.
Cartesian coordinates (Å):
C: -6.58 -0.73 -2.00  -0.63
C: -6.31 -1.74 -0.89  -0.08
H: -5.77 -2.60 -1.29  0.20
H: -7.23 -2.06 -0.41  0.19
O: -5.53 -1.16 0.16  -0.51
C: -4.20 -1.14 -0.01  0.79
O: -3.63 -1.59 -0.96  -0.60
C: -3.53 -0.45 1.16  -0.32
N: -2.10 -0.53 1.03  -0.65
C: -1.32 -0.33 2.14  0.80
O: -1.80 -0.16 3.25  -0.68
N: 0.03 -0.42 1.94  -0.46
C: 0.72 -0.75 0.73  -0.22
H: 0.02 -1.13 -0.02  0.23
H: 1.44 -1.55 0.95  0.21
C: 1.50 0.46 0.18  -0.13
C: 0.52 1.53 -0.26  0.83
O: -0.61 1.30 -0.63  -0.64
O: 1.06 2.75 -0.25  -0.51
C: 0.24 3.82 -0.72  -0.07
C: 0.27 3.91 -2.24  -0.64
H: -0.16 3.01 -2.68  0.22
H: 1.30 4.01 -2.60  0.21
H: -0.30 4.77 -2.57  0.22
H: 0.67 4.72 -0.27  0.19
H: -0.78 3.68 -0.37  0.20
C: 2.45 0.96 1.28  -0.41
H: 2.96 1.87 0.94  0.22
C: 1.69 1.24 2.57  -0.41
C: 0.92 0.00 3.01  -0.22
H: 0.30 0.20 3.89  0.25
H: 1.62 -0.82 3.23  0.18
H: 0.98 2.06 2.42  0.20
H: 2.39 1.54 3.36  0.21
H: 3.20 0.19 1.47  0.22
C: 2.27 0.09 -1.11  -0.43
C: 3.29 -0.99 -0.92  0.07
C: 2.95 -2.33 -1.07  -0.25
C: 3.90 -3.32 -0.88  -0.19
C: 5.19 -2.99 -0.53  -0.22
C: 5.55 -1.66 -0.38  -0.21
C: 4.60 -0.67 -0.58  -0.24
H: 4.89 0.37 -0.48  0.21
H: 6.56 -1.40 -0.12  0.21
H: 5.93 -3.77 -0.37  0.21
H: 3.62 -4.36 -1.00  0.21
H: 1.95 -2.59 -1.36  0.21
H: 1.54 -0.23 -1.86  0.22
H: 2.76 1.00 -1.48  0.22
H: -1.75 -0.23 0.13  0.43
H: -3.82 -0.93 2.10  0.25
H: -3.90 0.59 1.20  0.21
H: -5.64 -0.43 -2.47  0.22
H: -7.07 0.15 -1.59  0.21
H: -7.22 -1.18 -2.75  0.22

Summary:
Total energy: -34414.2720 eV
HOMO level: -8.7 eV
LUMO level: 0.70 eV
Kohn-Sham gap: 9.38 eV
Energy relative to the best compared isomer or geometry (same formula, charge and spin): 12.8 kcal per mole
Net charge: 0
SMILES: CCOC(=O)CNC(=O)N1CCC[C@](Cc2ccccc2)(C(=O)OCC)C1

[3]
Here is a molecular structure, C36H34Br2Cl5N2O3Tc at a distorted geometry from the Open Molecules 2025 dataset. Energies are from the ωB97M-V functional and the def2-TZVPD basis.

Each line ends with the Mulliken spin population.
Cartesian coordinates (Å):
Tc: -0.80 -1.41 -1.57  2.57
O: 3.20 0.64 3.02  0.00
C: 3.44 -0.62 2.58  0.00
C: 4.70 -1.14 2.85  0.00
C: 5.04 -2.41 2.44  0.00
C: 4.13 -3.19 1.73  0.00
C: 2.88 -2.67 1.44  0.00
C: 2.51 -1.40 1.87  -0.01
C: 1.16 -0.88 1.46  -0.01
O: 1.10 -0.61 0.06  0.00
N: 0.16 -1.90 1.68  0.01
N: -1.03 -1.73 1.08  0.02
C: -2.07 -2.26 1.60  0.01
C: -3.37 -2.21 0.97  0.00
Br: -3.39 -1.40 -0.78  0.01
C: -4.52 -2.70 1.44  0.00
C: -4.73 -3.28 2.77  0.00
C: -5.49 -4.44 2.89  0.00
C: -5.71 -5.00 4.14  0.00
C: -5.21 -4.39 5.28  0.00
C: -4.48 -3.22 5.17  0.00
C: -4.23 -2.67 3.93  0.00
H: 2.32 0.95 2.81  0.00
H: 5.40 -0.51 3.39  0.00
H: 6.03 -2.80 2.67  0.00
H: 4.39 -4.19 1.40  0.00
H: 2.17 -3.25 0.87  0.00
H: 0.88 0.04 1.99  -0.01
H: 0.19 -2.35 2.58  0.00
H: -2.01 -2.82 2.53  0.00
H: -5.39 -2.68 0.79  0.00
H: -5.88 -4.92 2.00  0.00
H: -6.29 -5.92 4.22  0.00
H: -5.40 -4.82 6.25  0.00
H: -4.10 -2.73 6.06  0.00
H: -3.68 -1.73 3.85  0.00
C: 3.71 4.97 -0.65  0.00
C: 3.84 3.45 -0.53  0.01
C: 4.69 3.12 0.70  0.01
C: 4.52 2.90 -1.80  0.01
C: 2.49 2.76 -0.47  0.04
C: 2.42 1.41 -0.10  -0.03
C: 1.26 0.72 -0.30  -0.03
Br: 1.36 -1.45 -2.74  0.09
C: 0.11 1.31 -0.91  0.13
O: -0.83 0.51 -1.33  0.24
C: 0.09 2.72 -1.03  0.02
C: 1.30 3.38 -0.84  -0.01
C: -1.18 3.54 -1.28  0.01
C: -1.33 4.50 -0.08  0.01
C: -1.05 4.35 -2.58  0.00
C: -2.47 2.71 -1.35  0.00
H: 4.70 5.42 -0.70  0.00
H: 3.19 5.39 0.22  0.00
H: 3.17 5.26 -1.55  0.00
H: 5.61 3.70 0.69  0.00
H: 4.98 2.07 0.73  0.00
H: 4.16 3.36 1.62  0.00
H: 5.52 3.34 -1.91  0.00
H: 3.94 3.14 -2.69  0.00
H: 4.63 1.82 -1.74  0.00
H: 3.28 0.89 0.31  0.00
H: 1.31 4.45 -1.01  0.00
H: -0.49 5.20 -0.02  0.00
H: -1.37 3.94 0.85  0.00
H: -2.25 5.08 -0.18  0.00
H: -0.18 5.00 -2.57  0.00
H: -1.94 4.97 -2.71  0.00
H: -0.97 3.68 -3.44  0.00
H: -2.59 2.09 -0.46  0.00
H: -2.49 2.07 -2.23  0.00
H: -3.32 3.39 -1.41  0.00
Cl: -1.01 -3.86 -2.04  -0.01
C: -1.51 -3.19 -3.56  -0.04
C: -1.54 -1.81 -3.47  -0.07
C: -1.80 -1.08 -4.61  0.02
Cl: -1.76 0.63 -4.55  0.01
C: -2.05 -1.75 -5.82  -0.02
Cl: -2.37 -0.85 -7.24  0.00
C: -2.01 -3.15 -5.87  0.03
Cl: -2.30 -3.96 -7.35  0.01
C: -1.72 -3.90 -4.72  -0.01
Cl: -1.61 -5.60 -4.75  0.00

Summary:
Total energy: -251895.1128 eV
HOMO level (alpha / beta): -10.6 / -10.6 eV
LUMO level (alpha / beta): -3.70 / -4.68 eV
Kohn-Sham gap (alpha / beta): 6.94 / 5.93 eV
2S+1: 4
Energy relative to the best compared isomer or geometry (same formula, charge and spin): 7.6 kcal per mole
Net charge: +1

[4]
Here is a molecular structure, C26H66F6LiN7O10S2 at a distorted geometry from the Open Molecules 2025 dataset. Energies are from the ωB97M-V functional and the def2-TZVPD basis.

Each line ends with the Mulliken charge.
Cartesian coordinates (Å):
Li: -1.15 0.50 0.09  1.35
C: -2.64 0.25 3.91  0.54
F: -3.66 0.36 4.77  -0.21
F: -1.92 1.39 3.82  -0.23
F: -1.95 -0.82 4.41  -0.25
S: -3.33 -0.17 2.04  0.65
O: -4.50 -1.01 2.36  -0.54
O: -3.64 1.13 1.47  -0.63
N: -2.01 -0.77 1.12  -0.72
S: -2.35 -2.25 0.91  0.70
O: -2.46 -2.98 2.14  -0.57
O: -3.50 -2.39 -0.03  -0.69
C: -0.80 -2.91 -0.05  0.43
F: -1.09 -4.13 -0.41  -0.20
F: -0.53 -2.14 -1.06  -0.11
F: 0.27 -2.95 0.78  -0.21
C: -3.42 5.82 -1.57  -0.96
C: -2.17 6.11 -0.69  -0.07
C: -2.23 7.50 0.03  -0.72
O: -3.46 7.55 0.77  -0.28
C: -4.01 8.78 1.12  -0.78
N: -1.96 4.91 0.25  -0.40
H: -3.43 6.27 -2.56  0.38
H: -4.33 5.91 -0.97  0.31
H: -3.35 4.76 -1.83  0.00
H: -1.24 6.21 -1.26  0.43
H: -2.04 8.38 -0.58  0.47
H: -1.37 7.46 0.69  0.30
H: -4.09 9.41 0.23  0.31
H: -3.56 9.44 1.86  0.31
H: -4.95 8.51 1.60  0.24
H: -1.05 5.01 0.68  0.28
H: -2.66 5.16 0.93  0.19
C: 1.00 0.89 2.42  -1.23
C: 0.69 1.95 1.42  0.59
C: 1.38 1.83 0.04  -0.76
O: 0.75 0.76 -0.60  0.70
C: 1.02 0.69 -1.99  -0.70
N: -0.70 2.10 1.20  -0.20
H: 0.65 1.18 3.42  0.49
H: 2.09 0.83 2.40  0.34
H: 0.59 -0.10 2.24  -0.09
H: 1.00 2.89 1.86  0.48
H: 2.46 1.72 0.05  0.01
H: 1.14 2.80 -0.40  0.44
H: 0.91 1.62 -2.55  0.37
H: 0.50 -0.03 -2.62  -0.29
H: 2.06 0.36 -2.09  0.33
H: -0.95 2.96 0.74  -0.38
H: -1.21 2.27 2.05  0.35
C: 5.67 -3.90 1.03  -1.59
C: 4.26 -3.14 0.90  0.46
C: 4.48 -1.57 0.60  0.14
O: 4.79 -0.86 1.79  -0.27
C: 4.99 0.57 1.61  -0.83
N: 3.43 -3.63 -0.29  -0.56
H: 6.24 -3.81 0.11  0.37
H: 5.53 -4.98 1.13  0.45
H: 6.27 -3.56 1.87  0.35
H: 3.71 -3.34 1.82  0.02
H: 3.52 -1.19 0.26  -0.34
H: 5.25 -1.37 -0.15  0.42
H: 6.03 0.73 1.34  0.37
H: 4.74 1.17 2.48  0.29
H: 4.42 1.00 0.78  0.23
H: 3.36 -4.64 -0.28  0.32
H: 2.46 -3.38 -0.15  0.15
C: 2.26 -2.52 -4.93  -1.71
C: 1.26 -3.06 -3.88  1.42
C: -0.13 -3.53 -4.35  -0.81
O: -0.75 -2.70 -5.35  -0.24
C: -1.94 -3.19 -5.89  -0.82
N: 1.91 -4.12 -3.01  -0.70
H: 2.70 -3.40 -5.40  0.44
H: 3.03 -1.87 -4.51  0.38
H: 1.77 -1.83 -5.62  0.38
H: 1.18 -2.20 -3.22  -0.54
H: -0.70 -3.70 -3.44  0.25
H: -0.08 -4.51 -4.83  0.53
H: -2.26 -2.46 -6.64  0.20
H: -2.65 -3.31 -5.07  0.32
H: -1.82 -4.20 -6.29  0.35
H: 2.89 -3.86 -3.01  0.36
H: 1.62 -4.18 -2.04  0.24
C: 0.66 -3.33 5.95  -1.62
C: 1.07 -2.58 4.71  1.17
C: 2.67 -2.49 4.72  -0.04
O: 3.13 -1.56 5.61  -0.38
C: 4.50 -1.57 5.89  -0.73
N: 0.72 -3.36 3.54  -0.49
H: -0.41 -3.50 6.10  0.42
H: 0.84 -2.69 6.81  0.41
H: 1.12 -4.28 6.24  0.33
H: 0.66 -1.57 4.73  -0.18
H: 3.10 -2.14 3.77  -0.41
H: 3.04 -3.51 4.86  0.42
H: 4.56 -0.75 6.61  0.26
H: 5.07 -1.39 4.98  0.23
H: 4.82 -2.50 6.36  0.32
H: 0.95 -3.10 2.59  0.16
H: -0.26 -3.57 3.63  0.30
C: -4.67 0.83 -2.14  -1.71
C: -3.18 0.24 -2.17  0.78
C: -2.65 -0.09 -3.53  -0.33
O: -2.62 1.11 -4.32  -0.39
C: -2.26 0.90 -5.66  -0.81
N: -2.34 1.30 -1.61  0.06
H: -4.96 1.04 -1.11  0.41
H: -5.25 0.06 -2.64  0.47
H: -4.78 1.64 -2.87  0.39
H: -3.10 -0.70 -1.62  -0.32
H: -3.29 -0.85 -3.98  0.56
H: -1.63 -0.45 -3.39  -0.35
H: -2.13 1.86 -6.17  0.28
H: -3.07 0.42 -6.21  0.31
H: -1.32 0.37 -5.82  0.26
H: -3.07 1.93 -1.33  0.09
H: -2.13 1.79 -2.47  0.35

Summary:
Total energy: -97113.1555 eV
HOMO level: -8.7 eV
LUMO level: -0.12 eV
Kohn-Sham gap: 8.54 eV
Energy relative to the best compared isomer or geometry (same formula, charge and spin): 46.6 kcal per mole
Net charge: 0

[5]
Here is a molecular structure, C24H21BClCsN10O6 at a distorted geometry from the Open Molecules 2025 dataset. Energies are from the ωB97M-V functional and the def2-TZVPD basis.

Each line ends with the Mulliken spin population.
Cartesian coordinates (Å):
Cs: -0.40 -0.40 -0.84  0.02
C: 1.57 2.41 0.48  0.00
C: 0.91 1.58 1.41  0.00
N: 1.34 0.33 1.34  0.00
N: 2.29 0.33 0.37  -0.01
C: 2.44 1.56 -0.16  0.00
B: 3.13 -0.92 -0.01  0.01
N: 3.14 -1.04 -1.55  0.00
C: 4.13 -1.44 -2.39  0.00
C: 3.64 -1.41 -3.67  0.00
C: 2.31 -0.99 -3.53  0.00
N: 2.01 -0.77 -2.26  0.00
N: 2.53 -2.18 0.65  0.00
C: 2.93 -2.76 1.80  0.00
C: 2.11 -3.84 2.03  0.00
C: 1.22 -3.83 0.94  0.00
N: 1.47 -2.83 0.11  0.00
N: 4.55 -0.70 0.57  0.00
C: 4.87 0.18 1.55  0.00
C: 6.17 -0.06 1.92  0.00
C: 6.57 -1.13 1.08  0.00
N: 5.59 -1.51 0.28  0.00
H: 1.45 3.47 0.31  0.00
H: 0.14 1.84 2.12  0.00
H: 3.16 1.74 -0.95  0.00
H: 5.10 -1.71 -2.00  0.00
H: 4.17 -1.66 -4.58  0.00
H: 1.56 -0.83 -4.29  0.00
H: 3.77 -2.38 2.36  0.00
H: 2.15 -4.54 2.85  0.00
H: 0.41 -4.52 0.72  0.00
H: 4.15 0.89 1.92  0.00
H: 6.75 0.45 2.67  0.00
H: 7.53 -1.63 1.03  0.00
O: -4.74 2.00 -5.10  0.11
C: -3.87 1.52 -4.41  0.00
C: -2.56 2.18 -4.02  -0.06
O: -2.00 3.07 -4.61  0.15
C: -2.08 1.48 -2.77  0.19
C: -2.94 0.28 -2.55  0.12
O: -2.89 -0.46 -1.58  0.21
C: -3.92 0.18 -3.69  -0.07
O: -4.60 -0.77 -3.99  0.15
O: -1.17 1.84 -2.03  0.18
C: -5.33 3.89 3.43  0.00
C: -4.45 2.90 2.72  0.00
C: -3.79 3.22 1.54  0.00
C: -2.99 2.26 0.92  0.00
N: -2.81 1.04 1.40  0.00
C: -3.44 0.73 2.54  0.00
C: -4.26 1.61 3.22  0.00
H: -5.32 4.86 2.92  0.00
H: -4.99 4.04 4.46  0.00
H: -6.36 3.54 3.46  0.00
H: -3.90 4.20 1.09  0.00
H: -2.47 2.49 0.00  0.00
H: -3.28 -0.28 2.91  0.00
H: -4.74 1.31 4.14  0.00
Cl: -1.82 -2.38 0.98  0.00
C: -2.92 -3.28 -0.07  0.00
H: -3.89 -2.79 -0.04  0.00
H: -3.01 -4.29 0.31  0.00
O: -1.75 -2.69 -1.94  0.00
N: -2.60 -3.39 -1.51  0.00

Summary:
Total energy: -66162.4966 eV
HOMO level (alpha / beta): -5.4 / -6.3 eV
LUMO level (alpha / beta): 1.93 / 0.56 eV
Kohn-Sham gap (alpha / beta): 7.30 / 6.88 eV
2S+1: 2
Energy relative to the best compared isomer or geometry (same formula, charge and spin): 46.0 kcal per mole
Net charge: -1

[6]
Here is a molecular structure, C39H56N4O19 at a distorted geometry from the Open Molecules 2025 dataset. Energies are from the ωB97M-V functional and the def2-TZVPD basis.

Each line ends with the Mulliken charge.
Cartesian coordinates (Å):
C: -1.74 0.78 -0.37  0.91
C: -0.94 0.70 0.84  -0.13
O: -0.83 1.56 1.78  -0.12
N: -0.19 -0.65 0.97  1.55
H: -0.83 -1.23 1.60  -3.33
H: -0.19 -1.23 0.23  -0.33
C: 1.17 -0.70 1.62  -1.05
H: -2.56 1.68 -0.28  -0.36
H: -2.26 -0.17 -0.78  -0.38
H: -1.20 1.25 -1.15  -0.25
H: 1.43 -1.80 1.40  0.01
H: 1.07 -0.79 2.74  0.40
H: 1.73 0.03 1.14  0.86
C: 0.64 -4.68 -0.33  1.71
C: 0.84 -5.57 -1.57  -0.22
O: 0.98 -6.73 -1.41  -0.50
N: 0.91 -4.92 -2.90  0.40
H: 0.81 -3.90 -2.98  0.11
H: 1.81 -5.43 -3.24  0.41
C: -0.07 -5.49 -3.87  -0.49
H: 1.50 -4.14 -0.17  0.39
H: 0.70 -5.30 0.64  0.54
H: -0.13 -4.11 -0.36  -1.95
H: -1.03 -4.89 -3.48  0.09
H: -0.36 -6.65 -3.79  0.30
H: -0.02 -5.44 -4.99  0.35
N: 0.02 -1.48 -2.90  0.83
O: 0.62 -2.32 -3.62  -0.83
O: 0.13 -1.63 -1.69  -0.50
O: -0.46 -0.40 -3.39  -0.67
N: -1.21 -3.92 1.45  0.78
O: -0.54 -3.41 2.35  -0.66
O: -1.20 -5.17 1.40  -0.69
O: -1.44 -3.19 0.42  -0.43
C: 5.35 -1.70 1.81  -1.39
C: 4.38 -2.18 2.84  0.47
C: 3.70 -0.98 3.51  -1.34
O: 3.27 -2.83 2.17  -0.40
H: 5.63 -2.47 1.20  0.21
H: 6.09 -1.44 2.52  0.38
H: 4.94 -0.98 1.12  0.30
H: 4.70 -2.78 3.64  0.49
H: 4.25 -0.17 3.86  0.57
H: 3.23 -1.28 4.43  0.50
H: 3.05 -0.37 2.95  0.07
H: 2.79 -3.18 2.74  0.22
C: -3.13 -0.41 4.01  -1.61
C: -2.74 -0.92 2.65  1.18
C: -3.38 -0.13 1.57  -0.80
O: -1.25 -0.78 2.50  -0.08
H: -2.98 0.73 4.09  0.18
H: -2.57 -0.86 4.77  0.46
H: -4.12 -0.53 4.33  0.46
H: -2.94 -1.91 2.47  0.28
H: -4.56 -0.22 1.67  0.48
H: -3.25 -0.79 0.54  -0.47
H: -3.21 0.79 1.61  0.45
H: -0.79 -1.66 2.45  2.72
C: 5.32 -2.19 -0.41  -2.76
C: 4.15 -1.51 -1.28  1.63
C: 4.67 -1.49 -2.76  -1.67
O: 2.98 -2.43 -1.10  -0.20
H: 5.12 -2.95 0.40  -0.02
H: 5.82 -1.29 -0.06  0.79
H: 5.79 -2.69 -1.05  1.34
H: 3.54 -0.64 -0.79  -0.25
H: 5.73 -1.12 -2.56  0.45
H: 4.16 -0.74 -3.40  0.26
H: 4.99 -2.47 -3.01  0.46
H: 2.20 -2.06 -1.63  0.04
C: 0.70 4.43 -3.32  -0.51
C: 0.70 2.90 -2.98  -0.98
C: 1.40 2.52 -1.67  0.59
O: 1.60 1.27 -1.47  -0.16
C: 2.15 3.48 -0.92  0.15
C: 1.87 4.98 -1.13  -0.94
C: 1.30 5.40 -2.41  0.27
O: 1.22 6.61 -2.66  -0.61
H: 0.20 4.62 -4.26  0.47
H: 0.19 2.14 -3.46  0.72
H: 2.82 3.06 0.02  0.06
H: 2.17 5.44 -0.39  1.00
C: -3.58 4.74 -1.03  -0.23
C: -2.26 4.82 -0.18  -0.59
C: -1.46 6.01 -0.56  0.59
O: -0.47 6.41 0.08  -0.48
C: -1.88 6.91 -1.71  -0.26
C: -3.14 6.60 -2.54  -0.72
C: -4.01 5.63 -2.08  0.19
O: -5.06 5.36 -2.76  -0.57
H: -4.17 3.75 -0.55  0.16
H: -2.05 4.21 0.47  1.02
H: -1.29 8.03 -1.95  0.20
H: -3.41 7.19 -3.26  0.69
C: 0.17 2.54 3.07  0.21
C: -0.80 3.06 4.11  -0.52
C: -1.26 4.55 4.17  0.09
O: -2.21 4.85 4.88  -0.59
C: -0.59 5.46 3.19  -0.63
C: 0.39 5.00 2.28  -0.38
C: 0.73 3.56 2.12  0.44
O: 1.51 3.22 1.24  -0.52
H: 0.18 1.46 3.18  0.55
H: -1.39 2.10 4.58  0.21
H: -0.90 6.48 3.04  0.52
H: 1.17 5.76 1.89  0.25
C: -4.81 -1.93 -0.42  -1.09
C: -3.93 -3.22 -0.44  -0.19
C: -3.24 -3.50 -1.91  0.66
O: -2.47 -4.45 -1.98  -0.54
C: -3.38 -2.52 -2.92  -0.29
C: -4.27 -1.33 -2.88  -0.38
C: -4.91 -0.97 -1.57  0.82
O: -5.65 0.02 -1.55  -0.61
H: -5.20 -1.66 0.53  0.71
H: -3.91 -3.94 0.41  0.53
H: -2.70 -2.57 -3.80  0.27
H: -4.10 -0.52 -3.68  0.31

Summary:
Total energy: -86169.5289 eV
HOMO level: -8.9 eV
LUMO level: -2.56 eV
Kohn-Sham gap: 6.33 eV
Energy relative to the best compared isomer or geometry (same formula, charge and spin): 156.7 kcal per mole
Net charge: 0